Entry 1:
Entry from the OMol25 dataset: C32H48BBr45NO11P2 as an isolated structure (ωB97M-V/def2-TZVPD).

Values from the calculation:
E_HOMO in eV: -5.20
Charge: -1
DFT total energy in eV: -3229136.491
Lowest unoccupied orbital energy in hartree: 0.02808
Orbital gap in eV: 5.9666

```
140
Properties=species:S:1:pos:R:3:mulliken_charge:R:1
C 4.5498 2.4854 5.1803 -0.6538
O 3.1586 2.4413 5.3929 -0.3914
C 2.4080 2.8838 4.2809 -0.9948
P 1.9267 1.4586 3.0797 1.2951
C 0.6381 2.5178 2.1666 -1.5700
C -0.7871 2.4124 2.6981 0.2179
C -1.8111 3.3004 1.9643 -0.6805
C -3.1479 3.0807 2.7357 -0.4284
C -4.3403 2.7266 1.8573 -0.6178
O -4.5150 1.2967 1.7616 -0.2506
C -5.7458 0.8514 2.0491 0.4431
C -5.8616 -0.1947 3.1203 -0.3944
O -6.7290 1.2379 1.4605 -0.5761
B 3.3319 1.9619 1.7821 1.5301
O 4.5722 1.2879 1.8791 -0.6041
O 3.1805 2.9050 0.7676 -0.6461
C 3.5961 2.3451 -0.4897 -0.3019
O 0.7033 0.7054 4.1785 -0.6993
C 0.3303 -0.5427 3.8725 0.5550
C -1.1721 -0.7808 4.0632 -0.6628
C -1.6562 -2.1884 4.3758 0.0465
O -2.8408 -2.4139 4.3435 -0.6047
O 0.9729 -1.3944 5.0017 -0.3526
C 1.1810 -0.7085 6.0745 0.7369
N 1.2665 -0.3591 7.1676 -0.7883
C 1.0128 -1.0320 2.5228 1.9592
C 0.0789 -1.4637 1.3979 -1.0093
C -0.5020 -2.8915 1.4850 0.1687
O -1.8748 -2.9108 1.0870 -0.5364
P 2.3127 -2.3045 2.9204 0.5280
O 3.0165 -2.7764 1.6873 -0.8991
O 1.7047 0.0607 1.9958 -0.9428
H 5.0818 2.6395 6.1177 0.2608
H 4.8854 1.5423 4.7374 0.1957
H 4.8357 3.2665 4.4696 0.2620
H 2.8936 3.7047 3.7395 0.5017
H 1.4862 3.3061 4.7031 0.2195
H 2.8711 0.6476 3.8399 -0.4943
H 0.9645 3.5588 2.2252 0.5460
H 0.6239 2.2566 1.1092 0.2619
H -0.8690 2.6616 3.7527 0.3168
H -1.1234 1.3974 2.4964 -0.2839
H -1.5410 4.3530 2.0248 0.4528
H -1.9274 2.9832 0.9289 0.3518
H -3.3648 3.9135 3.4007 0.4494
H -3.0014 2.2221 3.3919 0.1818
H -4.2944 3.2032 0.8818 0.2992
H -5.2299 3.1299 2.3432 0.3530
H -6.8945 -0.2050 3.4444 0.1081
H -5.2101 0.0576 3.9547 0.2201
H -5.6044 -1.1761 2.7307 0.1433
H 4.4662 0.4381 1.4263 0.3231
H 3.0973 2.8763 -1.2958 0.1454
H 3.2596 1.3088 -0.5227 -0.0998
H 4.6815 2.3538 -0.5868 0.3092
H -1.6573 -0.5203 3.1244 -0.1310
H -1.5053 -0.0742 4.8212 0.9903
H -0.9715 -3.0323 4.6040 -0.4167
H 0.6877 -1.4164 0.4980 0.6679
H -0.7216 -0.7367 1.2731 0.1221
H 0.0524 -3.5215 0.7884 -0.6303
H -0.3935 -3.3497 2.4650 0.2055
H -1.8799 -2.6549 0.1576 0.3716
H 3.2621 -1.7369 3.7823 0.0576
H 1.6680 -3.3961 3.5416 -0.1457
C 3.1377 1.2246 -4.6048 -0.0032
Br 1.8273 2.5552 -4.1306 -0.0331
Br 3.6977 0.2201 -3.0647 0.0956
Br 2.5043 0.0814 -6.0257 -0.0762
H 4.0087 1.7429 -4.9803 0.0016
C -5.2728 7.0673 1.9461 -0.0432
Br -5.8337 6.0223 3.4632 -0.0734
Br -3.8498 6.2162 0.9688 0.0235
Br -6.7555 7.5089 0.7995 0.0046
H -4.8806 7.9971 2.3302 0.0734
C -4.1845 11.1422 0.8118 -0.3306
Br -4.9138 10.6320 -0.8957 0.0585
Br -5.3955 10.7281 2.2521 -0.0284
Br -2.4501 10.3630 1.1053 -0.0094
H -4.0587 12.2146 0.8004 0.3322
C -9.7994 1.2057 1.2321 0.5159
Br -10.1899 0.2086 -0.3686 -0.0423
Br -9.6114 3.0845 0.8718 -0.0236
Br -11.1253 0.8862 2.6016 -0.0568
H -8.8450 0.8575 1.6049 -0.3860
C 6.2724 -0.5716 -7.3777 -0.3301
Br 6.3543 -0.8797 -5.4835 0.0376
Br 6.0613 1.2949 -7.7885 0.0731
Br 7.7946 -1.3230 -8.2928 -0.0526
H 5.3942 -1.0813 -7.7477 0.3513
C 1.2226 -5.4735 -1.9907 -0.4314
Br 2.3178 -4.4461 -0.7957 0.0226
Br 1.7282 -7.3384 -1.9937 0.0528
Br -0.6535 -5.2660 -1.5979 -0.0528
H 1.3830 -5.0948 -2.9893 0.4255
C -0.1522 -5.6765 6.7105 -0.3544
Br -0.7771 -6.6173 5.1490 -0.0651
Br 0.4991 -3.9234 6.2602 0.0660
Br -1.5013 -5.6150 8.0849 -0.0515
H 0.6821 -6.2345 7.1090 0.3997
C -7.9806 -3.6359 4.6162 -0.3374
Br -9.0958 -5.2020 4.7264 -0.0502
Br -6.9415 -3.6205 3.0005 0.0384
Br -8.9911 -2.0053 4.8071 -0.0187
H -7.2940 -3.6744 5.4490 0.3820
C 2.5643 -10.7590 -3.6933 -0.0952
Br 1.6266 -10.8862 -5.3701 -0.0178
Br 1.4753 -11.3569 -2.2231 -0.0129
Br 4.2516 -11.6816 -3.7499 -0.0118
H 2.7774 -9.7120 -3.5280 0.0866
C 9.8727 2.5332 -9.6162 -0.3324
Br 8.4718 3.7697 -9.1537 -0.0416
Br 10.4807 1.5549 -8.0742 -0.0277
Br 9.3393 1.3598 -11.0481 0.0001
H 10.7083 3.1162 -9.9731 0.3622
C -2.6073 -10.9178 -5.5855 -0.2220
Br -3.7279 -9.4970 -4.9314 0.0023
Br -2.0158 -12.0679 -4.1629 0.0133
Br -3.4660 -11.9123 -6.9951 -0.0234
H -1.7260 -10.4591 -6.0100 0.2193
C -7.6019 12.4299 -3.4143 -0.2215
Br -9.4434 12.7798 -2.9768 -0.0065
Br -7.2791 10.5514 -3.6724 -0.0264
Br -7.0200 13.4657 -4.9295 -0.0120
H -7.0070 12.7400 -2.5669 0.2446
C 7.0409 -3.3961 -11.3908 0.1969
Br 7.3258 -5.2998 -11.3928 -0.0113
Br 7.8965 -2.5453 -12.8922 -0.0151
Br 5.1683 -2.9593 -11.3006 -0.0034
H 7.5044 -3.0036 -10.4980 -0.2043
C 3.2755 -8.4829 1.8891 -0.4190
Br 2.1367 -7.0381 2.4444 0.1277
Br 3.8736 -9.5413 3.3862 -0.0615
Br 2.4408 -9.5788 0.5414 0.0279
H 4.1536 -8.0395 1.4427 0.3266
C 5.5540 5.1629 -5.0102 -0.3991
Br 5.1060 3.8785 -3.6509 0.1027
Br 7.0473 4.5628 -6.0648 0.0209
Br 4.0372 5.5839 -6.1205 -0.0259
H 5.8479 6.0737 -4.5097 0.3660
```

=====

Entry 2:
Entry from the OMol25 dataset: C32H48BCl3IrN6SbSe4 as an isolated structure (ωB97M-V/def2-TZVPD).

Values from the calculation:
Spin multiplicity: 6
E_HOMO (alpha / beta) in eV: -10.82 / -10.46
Charge: +1
DFT total energy in eV: -351902.975
Lowest unoccupied orbital energy (alpha / beta) in hartree: -0.15938 / -0.20867
Orbital gap (alpha / beta) in eV: 6.4793 / 4.7771

```
96
Properties=species:S:1:pos:R:3:mulliken_charge:R:1
Ir 14.0329 -7.7306 10.2990 2.4553
C 17.2443 -12.0771 11.7950 -1.4423
C 16.7367 -11.1240 10.7557 0.2313
C 17.1543 -11.1275 9.4479 -0.7557
C 16.4299 -10.1072 8.8159 -0.9885
N 15.6555 -9.5328 9.7562 0.5855
N 15.8153 -10.1869 10.9182 0.5743
B 15.1222 -9.8243 12.2705 -1.5320
N 15.5171 -8.3878 12.7107 0.5040
N 15.0885 -7.2677 12.0632 -0.6193
C 15.3641 -6.2102 12.8441 -0.7280
C 16.0634 -6.6925 13.9498 -1.0249
C 16.1565 -8.0508 13.8572 0.5916
C 16.7881 -9.0673 14.7788 -1.3519
C 15.0170 -4.7464 12.6546 2.4727
C 14.7057 -4.0827 14.0190 -2.1047
C 16.2082 -3.9831 12.0304 -1.5704
C 13.7676 -4.5839 11.7880 -0.9553
N 13.5862 -9.8796 12.1425 1.7157
N 12.8393 -8.8430 11.6540 0.2265
C 11.5667 -9.0423 12.0414 -0.8371
C 11.4761 -10.2892 12.7002 -0.9825
C 12.7739 -10.7604 12.7462 0.4940
C 13.2278 -12.0509 13.3610 -1.5575
C 10.4128 -8.0902 11.9169 2.6354
C 10.8433 -6.6431 11.6969 -1.6764
C 9.4806 -8.5505 10.7886 -1.3882
C 9.5644 -8.1138 13.2168 -1.9550
C 16.5749 -9.7928 7.3453 2.2765
C 17.7070 -8.7592 7.0868 -1.4331
C 16.9823 -11.1050 6.6271 -1.8958
C 15.2744 -9.2839 6.7563 -0.2966
H 18.2292 -12.3330 11.4902 0.4993
H 17.2995 -11.5877 12.7670 0.1510
H 16.5856 -12.9358 11.9054 0.1996
H 17.8133 -11.8469 8.9944 0.5577
H 15.4858 -10.5965 13.1157 -0.0349
H 16.5341 -6.1164 14.7443 0.4860
H 17.4290 -8.5464 15.4584 0.4306
H 15.9657 -9.5897 15.2973 0.2646
H 17.3346 -9.8366 14.2263 0.1982
H 15.6505 -3.8677 14.5425 0.4143
H 14.1760 -3.1535 13.8428 0.4654
H 14.0828 -4.6960 14.6615 0.3937
H 17.1504 -4.1375 12.5528 0.3986
H 16.2913 -4.3424 11.0200 0.3215
H 15.9918 -2.8965 11.9924 0.4333
H 12.8543 -4.7286 12.3865 0.3061
H 13.7670 -3.5603 11.3234 0.3518
H 13.7883 -5.2963 10.9363 -0.2914
H 10.6337 -10.7258 13.2014 0.4757
H 12.5082 -12.8392 13.2121 0.4914
H 14.1293 -12.4891 12.9335 0.1382
H 13.3412 -12.0098 14.5016 0.2345
H 11.4806 -6.5696 10.7990 0.0752
H 10.0018 -5.9447 11.5244 0.5474
H 11.3689 -6.2853 12.6064 0.2589
H 9.7935 -8.2363 9.7924 0.0698
H 9.2721 -9.5938 10.7790 0.2744
H 8.4748 -8.0743 10.9386 0.4032
H 10.2041 -7.9279 14.0882 0.3734
H 8.8412 -7.3048 13.1970 0.4736
H 9.0129 -9.0427 13.3851 0.4344
H 18.6539 -9.2566 7.4322 0.3613
H 17.7930 -8.5000 6.0300 0.4304
H 17.5153 -7.8076 7.6116 0.1731
H 18.0431 -11.4381 6.7780 0.3159
H 16.2907 -11.9250 6.9530 0.3416
H 16.8660 -11.0049 5.5468 0.4465
H 15.0923 -8.2127 6.9846 -0.0169
H 15.3176 -9.3795 5.6646 0.5705
H 14.4102 -9.8863 7.0174 -0.8063
Cl 16.1454 -0.7064 8.4306 -0.1755
C 15.9706 -2.4152 8.4479 0.2440
C 17.1033 -3.2007 8.7014 -0.6669
C 17.0177 -4.5721 8.8981 0.1838
C 15.7470 -5.1736 8.7787 0.1482
C 15.6281 -6.5676 9.0481 0.1951
C 14.6492 -4.4056 8.2900 0.1870
C 14.7611 -3.0336 8.1934 -0.9332
H 18.0548 -2.6996 8.8492 0.4015
H 17.8778 -5.1817 9.2199 0.4328
H 14.8233 -7.1246 8.4674 -1.5547
H 16.5571 -7.0679 9.3172 0.9442
H 13.6888 -4.8592 8.0596 0.1233
H 13.9304 -2.4306 7.8780 0.5377
Se 11.7291 -10.8245 5.9448 -0.2275
Sb 12.1608 -10.7134 8.3260 0.9035
Se 13.9124 -12.3121 9.1496 -0.2039
Se 10.2985 -12.0375 9.4935 -0.3786
Se 12.4592 -8.0627 8.6246 -0.4539
Cl 11.0467 -5.0358 6.7406 -0.1095
C 9.3327 -5.4880 6.8327 -0.2473
Cl 8.4375 -4.6462 8.1353 -0.1583
H 9.2626 -6.5759 7.0340 0.1489
H 8.8381 -5.3025 5.9058 0.3802
```